{
  "formula": "C43H80BF5NO13P2S",
  "method": "ωB97M-V/def2-TZVPD",
  "species": ["C", "C", "C", "N", "S", "C", "O", "O", "C", "C", "C", "C", "C", "C", "C", "C", "C", "C", "B", "O", "C", "C", "C", "F", "F", "C", "C", "C", "C", "C", "C", "F", "F", "F", "C", "C", "P", "C", "O", "P", "C", "O", "H", "H", "H", "H", "H", "H", "H", "H", "H", "H", "H", "H", "H", "H", "H", "H", "H", "H", "H", "H", "H", "H", "H", "H", "H", "H", "H", "H", "H", "H", "H", "H", "H", "H", "H", "H", "H", "H", "H", "H", "C", "O", "C", "C", "O", "C", "H", "H", "H", "H", "H", "H", "H", "H", "H", "H", "C", "O", "C", "C", "O", "C", "H", "H", "H", "H", "H", "H", "H", "H", "H", "H", "C", "O", "C", "C", "O", "C", "H", "H", "H", "H", "H", "H", "H", "H", "H", "H", "C", "O", "C", "C", "O", "C", "H", "H", "H", "H", "H", "H", "H", "H", "H", "H"],
  "xyz": [[6.735, -2.769, -0.228], [5.842, -2.264, -0.875], [4.727, -1.723, -1.692], [4.563, -0.243, -1.880], [5.949, 0.769, -1.673], [7.250, 0.078, -2.743], [5.745, 2.125, -2.099], [6.412, 0.786, -0.320], [3.332, 0.019, -2.240], [2.836, 1.424, -2.554], [2.186, 2.083, -1.289], [3.111, 3.034, -0.482], [2.541, 3.155, 0.985], [2.258, 4.616, 1.415], [1.826, 4.643, 2.937], [3.031, 4.889, 3.897], [3.812, 3.578, 4.221], [2.487, -1.329, -2.295], [0.908, -1.215, -1.865], [0.339, -2.200, -1.074], [-0.085, -0.046, -2.336], [-1.554, -0.629, -2.428], [2.390, -1.921, -3.728], [3.197, -2.992, -3.965], [1.093, -2.364, -3.962], [2.681, -0.904, -4.856], [1.690, -0.204, -5.546], [2.086, 0.679, -6.552], [3.419, 0.866, -6.904], [4.404, 0.136, -6.233], [5.890, 0.228, -6.568], [6.413, 1.438, -6.353], [6.041, -0.089, -7.874], [6.628, -0.684, -5.889], [4.027, -0.725, -5.207], [3.284, -2.085, -1.158], [2.874, -1.030, 0.363], [1.875, -2.027, 1.585], [4.255, -0.668, 1.206], [3.394, -3.958, -1.053], [3.892, -4.424, 0.696], [1.873, -4.656, -1.224], [7.398, -3.187, 0.514], [4.983, -2.065, -2.710], [7.850, 0.898, -3.166], [7.859, -0.579, -2.106], [6.792, -0.531, -3.540], [2.039, 1.302, -3.309], [3.607, 2.037, -3.045], [1.776, 1.314, -0.617], [1.314, 2.672, -1.632], [3.030, 4.035, -0.939], [4.146, 2.685, -0.373], [3.274, 2.754, 1.713], [1.607, 2.582, 1.123], [3.109, 5.303, 1.274], [1.389, 5.020, 0.858], [1.352, 3.679, 3.222], [1.051, 5.406, 3.135], [3.713, 5.618, 3.427], [2.672, 5.286, 4.866], [4.481, 3.372, 3.362], [4.469, 3.688, 5.099], [3.141, 2.715, 4.361], [-0.155, -2.832, -1.618], [-0.135, 0.746, -1.571], [0.137, 0.323, -3.350], [-1.909, -1.038, -1.473], [-1.653, -1.310, -3.287], [-2.193, 0.251, -2.636], [0.640, -0.372, -5.294], [1.336, 1.244, -7.113], [3.723, 1.556, -7.697], [4.783, -1.305, -4.666], [2.527, -2.339, 2.422], [1.173, -1.293, 2.022], [1.350, -2.870, 1.118], [4.344, 0.291, 1.308], [4.452, -3.581, 1.140], [4.497, -5.340, 0.670], [2.971, -4.532, 1.293], [2.010, -5.614, -1.258], [-1.703, -2.437, 1.341], [-1.515, -2.801, 2.697], [-1.541, -1.681, 3.574], [-2.872, -1.565, 4.289], [-3.922, -1.253, 3.387], [-4.712, -2.384, 3.057], [-1.890, -3.346, 0.767], [-2.557, -1.765, 1.216], [-0.802, -1.960, 0.953], [-1.313, -0.758, 3.030], [-0.752, -1.839, 4.317], [-2.812, -0.741, 5.009], [-3.096, -2.479, 4.847], [-5.353, -2.650, 3.902], [-4.096, -3.243, 2.780], [-5.345, -2.122, 2.208], [-6.950, -5.960, 8.264], [-6.621, -6.879, 7.235], [-6.840, -6.352, 5.934], [-5.542, -5.910, 5.289], [-4.975, -4.794, 5.964], [-3.902, -5.157, 6.815], [-6.553, -6.347, 9.202], [-6.515, -4.974, 8.081], [-8.037, -5.868, 8.354], [-7.558, -5.526, 5.966], [-7.277, -7.155, 5.332], [-5.751, -5.590, 4.263], [-4.829, -6.738, 5.242], [-3.015, -5.399, 6.219], [-4.158, -6.008, 7.451], [-3.671, -4.303, 7.452], [-0.502, 7.722, 0.238], [-0.367, 7.364, 1.602], [-0.347, 8.499, 2.462], [-1.683, 8.703, 3.145], [-2.696, 9.060, 2.216], [-3.545, 7.976, 1.882], [-0.731, 6.818, -0.328], [-1.308, 8.442, 0.085], [0.438, 8.141, -0.137], [-0.052, 9.396, 1.910], [0.415, 8.309, 3.225], [-1.592, 9.533, 3.853], [-1.971, 7.812, 3.712], [-4.222, 7.758, 2.715], [-2.976, 7.078, 1.629], [-4.141, 8.267, 1.017], [-4.242, -0.853, -5.846], [-4.521, -0.887, -4.457], [-5.767, -0.278, -4.132], [-6.843, -1.315, -3.884], [-7.167, -2.026, -5.069], [-6.576, -3.314, -5.119], [-3.401, -1.519, -6.040], [-5.096, -1.189, -6.439], [-3.964, 0.162, -6.151], [-6.073, 0.418, -4.919], [-5.612, 0.298, -3.215], [-7.755, -0.802, -3.560], [-6.546, -2.002, -3.086], [-7.093, -3.991, -4.432], [-5.513, -3.282, -4.871], [-6.686, -3.697, -6.133]],
  "lowdin_charge": [0.17, -0.13, -0.31, -0.06, 0.67, -0.07, -0.27, -0.25, -0.09, -0.07, -0.18, -0.16, -0.20, -0.19, -0.20, -0.25, -0.12, -0.15, -0.49, 0.09, -0.12, -0.08, -0.37, 0.10, 0.10, -0.10, 0.00, -0.03, 0.02, -0.08, -0.56, 0.16, 0.15, 0.12, 0.04, -0.50, 1.01, -0.21, -0.26, 0.95, -0.24, -0.31, 0.07, 0.14, 0.10, 0.07, 0.05, 0.11, 0.13, 0.05, 0.13, 0.12, 0.08, 0.08, 0.11, 0.11, 0.10, 0.10, 0.09, 0.10, 0.10, 0.06, 0.07, 0.07, 0.14, 0.11, 0.08, 0.07, 0.08, 0.08, 0.12, 0.12, 0.14, 0.12, 0.06, 0.04, 0.04, 0.05, 0.03, 0.05, 0.03, 0.06, -0.12, -0.19, -0.21, -0.20, -0.19, -0.10, 0.10, 0.09, 0.04, 0.12, 0.12, 0.13, 0.12, 0.09, 0.08, 0.09, -0.11, -0.19, -0.20, -0.20, -0.21, -0.11, 0.09, 0.08, 0.09, 0.13, 0.13, 0.12, 0.13, 0.09, 0.09, 0.09, -0.11, -0.21, -0.20, -0.20, -0.19, -0.11, 0.08, 0.09, 0.09, 0.13, 0.12, 0.13, 0.13, 0.09, 0.08, 0.09, -0.11, -0.21, -0.20, -0.20, -0.19, -0.11, 0.08, 0.09, 0.09, 0.13, 0.12, 0.13, 0.13, 0.09, 0.08, 0.09],
  "gap_ev": 6.36,
  "lumo_energy_ha": -0.1503,
  "total_charge": 1,
  "homo_ev": -10.4458
}

***

{
  "formula": "ClH16O8",
  "method": "ωB97M-V/def2-TZVPD",
  "species": ["Cl", "O", "H", "H", "O", "H", "H", "O", "H", "H", "O", "H", "H", "O", "H", "H", "O", "H", "H", "O", "H", "H", "O", "H", "H"],
  "xyz": [[-2.142, -9.101, -18.180], [-5.497, -8.599, -17.969], [-5.594, -8.109, -17.150], [-4.567, -8.859, -17.987], [-1.109, -8.950, -21.786], [-1.711, -8.422, -22.315], [-1.533, -9.001, -20.922], [-3.060, -8.736, -14.856], [-2.793, -8.710, -15.783], [-4.019, -8.746, -14.882], [1.049, -10.471, -19.485], [0.271, -10.233, -18.972], [1.502, -11.114, -18.935], [0.220, -10.595, -16.371], [0.118, -10.181, -15.511], [-0.561, -10.314, -16.865], [-2.549, -5.759, -18.198], [-1.678, -5.359, -18.220], [-2.389, -6.700, -18.353], [-1.986, -11.978, -20.024], [-2.943, -12.050, -19.994], [-1.803, -11.104, -19.660], [0.310, -7.111, -19.609], [-0.138, -7.460, -18.830], [0.360, -6.164, -19.458]],
  "lowdin_charge": [0.02, -0.09, 0.01, -0.08, -0.07, 0.02, -0.03, -0.09, -0.07, 0.02, -0.06, -0.04, 0.03, -0.09, 0.02, -0.09, -0.09, 0.01, -0.08, -0.09, 0.02, -0.08, -0.07, -0.04, 0.02],
  "gap_ev": 9.94,
  "lumo_energy_ha": 0.1122,
  "total_charge": -1,
  "relative_energy_kcal_mol": 16.77,
  "homo_ev": -6.8905
}